A cluster of 5 separate species, C20H34ClN4OP in total at a distorted geometry, computed with ωB97M-V/def2-TZVPD.

Properties
**Gap between HOMO and LUMO**: 7.6 eV
**Electronic energy**: -51105.6040 eV
**2S+1**: 1
**SMILES string**: C=CPCC(=O)Cl.CCCC#N.CCCC#N.CCCC#N.CCCC#N

Positions of all 61 atoms, in Å:
C -0.99094 -0.44131 6.43307
C -1.19770 0.44113 5.30690
P 0.16418 1.25207 4.29558
C 1.10470 -0.00193 3.23199
C 2.08148 -0.96266 4.05942
O 1.62145 -2.04428 4.46505
Cl 3.83794 -0.43881 4.36054
H -1.36287 -1.53128 6.43792
H -0.49371 -0.02466 7.36635
H -2.29650 0.67084 5.05816
H 1.14541 1.76030 5.23144
H 1.77754 0.61033 2.52859
H 0.44163 -0.66700 2.59333
C -1.30567 0.16373 -2.18453
C -0.01314 -0.63111 -2.04660
C 0.36507 -0.91746 -0.59244
C 0.72088 0.30034 0.13983
N 0.99412 1.25682 0.71979
H -1.21065 1.16105 -1.74740
H -1.55964 0.28568 -3.23828
H -2.13670 -0.35049 -1.69267
H 0.79651 -0.09341 -2.55008
H -0.13537 -1.58583 -2.56850
H 1.21907 -1.59944 -0.57584
H -0.45825 -1.42933 -0.08447
C -3.18601 0.18954 -7.91605
C -1.89353 -0.60610 -7.78096
C -1.51547 -0.89444 -6.32749
C -1.15864 0.32292 -5.59301
N -0.88172 1.27821 -5.01424
H -3.09015 1.18571 -7.47671
H -3.44209 0.31432 -8.97078
H -4.01642 -0.32489 -7.42514
H -1.08384 -0.06817 -8.28359
H -2.01649 -1.55937 -8.30443
H -0.66101 -1.57770 -6.31270
H -2.33856 -1.40667 -5.82018
C 6.95340 -2.89655 0.01804
C 6.44627 -1.95039 1.09963
C 5.20676 -2.47629 1.82492
C 4.03442 -2.53567 0.94994
N 3.11377 -2.58614 0.26291
H 6.22139 -3.01505 -0.78500
H 7.87204 -2.50398 -0.42447
H 7.17299 -3.88416 0.43235
H 6.23872 -0.97193 0.65536
H 7.24382 -1.80443 1.83474
H 4.98407 -1.81617 2.66913
H 5.40884 -3.46680 2.24309
C -4.75533 3.89522 1.45780
C -4.40479 3.69103 2.92656
C -3.19028 2.78487 3.13307
C -3.45250 1.40135 2.72499
N -3.65663 0.31559 2.40263
H -5.05556 2.95705 0.98418
H -5.58782 4.59669 1.36395
H -3.90526 4.30351 0.90484
H -5.27467 3.28520 3.45261
H -4.19004 4.66787 3.37108
H -2.91798 2.79459 4.19294
H -2.33058 3.17801 2.58284

Löwdin charges in e: atom 1 (C): -0.048, atom 2 (C): -0.414, atom 3 (P): 0.859, atom 4 (C): -0.422, atom 5 (C): -0.719, atom 6 (O): -0.016, atom 7 (Cl): 0.567, atom 8 (H): 0.075, atom 9 (H): 0.062, atom 10 (H): 0.042, atom 11 (H): -0.055, atom 12 (H): 0.039, atom 13 (H): 0.090, atom 14 (C): -0.121, atom 15 (C): -0.261, atom 16 (C): -0.193, atom 17 (C): -0.219, atom 18 (N): 0.151, atom 19 (H): 0.078, atom 20 (H): 0.008, atom 21 (H): 0.078, atom 22 (H): 0.112, atom 23 (H): 0.107, atom 24 (H): 0.063, atom 25 (H): 0.125, atom 26 (C): -0.111, atom 27 (C): -0.267, atom 28 (C): -0.187, atom 29 (C): -0.223, atom 30 (N): 0.167, atom 31 (H): 0.074, atom 32 (H): 0.073, atom 33 (H): 0.076, atom 34 (H): 0.113, atom 35 (H): 0.109, atom 36 (H): 0.120, atom 37 (H): 0.123, atom 38 (C): -0.113, atom 39 (C): -0.263, atom 40 (C): -0.201, atom 41 (C): -0.199, atom 42 (N): 0.167, atom 43 (H): 0.073, atom 44 (H): 0.072, atom 45 (H): 0.076, atom 46 (H): 0.115, atom 47 (H): 0.110, atom 48 (H): 0.028, atom 49 (H): 0.127, atom 50 (C): -0.112, atom 51 (C): -0.267, atom 52 (C): -0.213, atom 53 (C): -0.261, atom 54 (N): 0.148, atom 55 (H): 0.073, atom 56 (H): 0.071, atom 57 (H): 0.077, atom 58 (H): 0.112, atom 59 (H): 0.108, atom 60 (H): 0.101, atom 61 (H): 0.116